Entry 1:
DFT (the ωB97M-V functional and the def2-TZVPD basis) results for a molecular structure, C21H31EuN5O4S3Si2.

Atoms and positions in Å:
Eu 0.022 -0.187 -0.406
O -3.546 -0.358 -3.015
C -2.671 -0.131 -2.023
O -1.602 0.480 -2.238
C -3.235 -0.189 -0.659
C -4.524 -0.575 -0.314
C -4.848 -0.598 1.035
C -3.900 -0.245 1.986
C -2.637 0.137 1.545
N -2.331 0.179 0.253
C -1.445 0.546 2.449
O -1.662 0.788 3.624
O -0.347 0.600 1.817
H -3.074 -0.279 -3.857
H -5.218 -0.876 -1.081
H -5.840 -0.901 1.338
H -4.101 -0.276 3.045
S -0.503 -2.714 0.907
C -1.902 -2.841 -0.078
S -1.748 -2.317 -1.739
C -3.080 -3.389 0.394
C -4.227 -3.536 -0.396
N -5.197 -3.661 -1.005
C -3.206 -3.808 1.727
N -3.321 -4.154 2.819
C 5.202 -0.975 -0.144
N 4.341 -1.813 0.648
C 3.213 -1.382 1.242
S 2.787 0.242 1.277
N 2.472 -2.270 1.924
C 2.639 -3.704 1.871
H 6.232 -1.075 0.198
H 4.884 0.057 -0.008
H 5.144 -1.236 -1.203
H 4.502 -2.806 0.598
H 1.600 -1.920 2.301
H 3.564 -3.998 2.377
H 2.648 -4.061 0.837
H 1.799 -4.169 2.376
C 0.886 2.015 -4.093
Si 2.090 1.583 -2.672
C 1.606 2.686 -1.166
C 3.840 2.168 -3.235
C 1.970 -0.199 -2.066
Si 1.997 -1.615 -3.308
C 3.572 -1.709 -4.420
C 0.535 -1.678 -4.536
C 1.964 -3.237 -2.271
H 0.970 3.056 -4.394
H -0.136 1.834 -3.775
H 1.077 1.400 -4.965
H 1.626 3.751 -1.385
H 2.290 2.513 -0.338
H 0.588 2.439 -0.826
H 3.898 3.245 -3.366
H 4.117 1.706 -4.178
H 4.591 1.891 -2.503
H 2.838 -0.359 -1.412
H 3.574 -0.908 -5.153
H 3.640 -2.648 -4.960
H 4.476 -1.602 -3.829
H 0.519 -0.802 -5.173
H -0.409 -1.713 -4.004
H 0.576 -2.556 -5.176
H 2.953 -3.568 -1.965
H 1.507 -4.054 -2.819
H 1.365 -3.078 -1.370

Cartesian forces, eV/Å:
-1.693 -0.399 0.626
-0.603 -0.046 -1.121
-2.336 0.815 2.682
2.073 0.411 -0.271
-0.135 0.687 -2.803
-0.441 0.040 0.818
-0.606 -0.048 -1.321
1.359 0.482 0.600
-0.232 -0.030 0.784
1.279 -0.093 0.352
-1.662 -0.406 -0.460
0.221 0.148 0.566
1.199 0.122 -0.686
0.062 -0.005 0.266
-0.091 -0.048 -0.014
-0.095 -0.084 0.037
0.034 0.020 0.055
0.665 0.248 0.356
0.576 0.026 -1.581
0.954 -1.454 1.052
0.228 0.064 0.129
-0.283 -0.070 -0.371
-0.365 -0.165 -0.220
0.066 -0.018 0.334
-0.135 -0.276 0.522
0.249 0.125 -0.179
-0.219 -0.566 0.009
-0.036 0.151 0.639
-0.287 0.404 0.077
0.007 -0.093 -0.187
0.181 -0.001 -0.107
0.095 -0.017 -0.012
0.028 -0.081 -0.086
-0.017 0.041 0.005
-0.082 0.005 0.022
0.102 0.136 -0.107
0.046 -0.089 -0.004
-0.044 -0.062 0.008
-0.052 0.018 -0.028
0.407 -0.189 0.538
-0.093 -0.491 0.378
0.096 -0.402 -0.500
-0.566 -0.188 0.227
0.125 0.402 -1.712
-0.142 0.019 0.653
-0.442 0.071 0.356
0.389 0.125 0.445
-0.070 0.588 -0.288
0.100 0.258 -0.001
-0.231 -0.116 0.095
0.073 -0.155 -0.222
-0.137 0.176 -0.085
0.040 -0.084 0.097
0.085 0.261 -0.015
-0.088 0.282 -0.030
0.024 -0.171 -0.225
0.155 -0.116 0.222
-0.061 0.011 0.031
-0.035 0.255 -0.190
-0.070 -0.273 -0.115
0.224 0.033 0.217
0.031 0.276 -0.204
-0.157 0.024 0.183
0.157 -0.233 -0.098
0.385 0.018 0.062
-0.149 -0.220 -0.159
-0.062 -0.055 -0.039

Values from the calculation:
energy above the lowest of the compared OMol25 structures with the same formula, charge and spin = 0.0 kcal per mole
2S+1 = 8
molar mass = 721.85 g mol⁻¹
<S²> = 15.773
HOMO-LUMO gap (alpha / beta) = 3.2 / 6.2 eV
HOMO (alpha / beta) = 0.91 / -2.09 eV
LUMO level (alpha / beta) = 4.12 / 4.12 eV
charge = -2

Atom charges from the natural (NBO) analysis, given in e for atoms 1 to 8: 1.6749, -0.7031, 0.6724, -0.7883, 0.0300, -0.2176, -0.2198, -0.2953

=====

Entry 2:
DFT (the ωB97M-V functional and the def2-TZVPD basis) results for a molecular structure, C29H45BO2P2Y.

Atoms and positions in Å:
Y 0.742 -1.222 1.728
C -1.611 -1.445 2.695
C -1.329 -2.638 1.960
C 0.282 -2.416 3.624
C -0.635 -1.318 3.727
C -0.150 -3.239 2.522
C -2.769 -0.529 2.526
H -3.150 -0.561 1.502
H -2.481 0.505 2.758
H -3.604 -0.810 3.187
C -0.514 -0.140 4.642
H -1.473 0.026 5.170
H -0.271 0.784 4.076
H 0.276 -0.295 5.392
C 1.654 -2.388 4.193
H 1.592 -2.018 5.226
H 2.354 -1.714 3.627
H 2.087 -3.399 4.214
C 0.687 -4.296 1.889
H 0.727 -5.172 2.554
H 1.734 -3.946 1.726
H 0.286 -4.605 0.911
C -2.168 -3.240 0.887
H -2.275 -4.328 1.024
H -1.739 -3.080 -0.114
H -3.180 -2.813 0.888
C -1.589 2.019 -0.792
C -2.750 1.360 -0.751
C -2.955 -0.098 -1.041
C -2.226 -0.702 -2.258
C -0.890 -1.220 -2.157
C 0.466 -0.610 -2.173
C 0.527 0.683 -1.359
C -0.520 1.730 -1.782
H -4.022 -0.191 -1.292
H -2.357 0.019 -3.075
H -2.819 -0.779 -0.187
H -1.060 1.309 -2.704
H -1.336 2.777 -0.054
H -3.640 1.874 -0.396
H -0.013 2.677 -2.052
H 0.350 0.406 -0.308
H 1.114 -1.358 -1.647
H 1.526 1.146 -1.393
H -2.831 -1.577 -2.581
H -0.831 -2.299 -1.934
P -0.843 1.544 -4.292
C -1.191 3.265 -4.509
C -2.027 0.521 -5.157
P 1.335 -0.592 -3.799
C 0.874 1.050 -4.470
C 0.479 -1.893 -4.698
C 3.083 -0.840 -4.225
H -0.360 3.899 -4.173
H -2.104 3.560 -3.972
H -1.347 3.419 -5.586
H -1.997 0.828 -6.212
H -3.053 0.694 -4.795
H -1.809 -0.557 -5.101
H 3.134 -0.661 -5.311
H 3.414 -1.872 -4.034
H 3.765 -0.137 -3.732
H 1.522 1.815 -3.998
H 1.102 1.026 -5.550
H 1.121 -2.786 -4.634
H 0.391 -1.565 -5.738
H -0.508 -2.149 -4.284
O 2.618 0.938 2.965
B 1.332 1.214 2.348
O 0.999 2.556 2.659
C 1.959 3.020 3.494
C 1.911 4.133 4.285
C 2.877 4.267 5.292
C 3.892 3.322 5.429
C 3.952 2.198 4.585
C 2.944 2.051 3.663
H 1.097 4.833 4.144
H 2.831 5.137 5.947
H 4.666 3.456 6.187
H 4.727 1.439 4.675

Cartesian forces, eV/Å:
0.696 1.859 -2.412
0.473 -0.719 0.524
0.353 -0.300 0.969
-1.313 -0.174 -0.118
0.158 -0.289 -0.313
-0.857 0.674 0.600
-0.408 0.240 -0.113
0.046 0.146 0.392
-0.143 -0.216 -0.088
0.308 0.053 -0.060
-0.226 0.492 0.435
0.499 -0.033 -0.140
-0.296 -0.515 0.532
-0.312 0.117 -0.208
0.016 -0.648 0.456
0.402 0.063 -0.380
-0.023 -0.138 0.276
0.045 0.439 -0.032
-0.005 -0.357 -0.121
0.282 0.141 -0.360
-0.243 -0.256 0.077
0.108 0.040 0.388
-0.268 -0.324 -0.563
0.056 0.350 0.066
-0.194 0.016 0.206
0.309 -0.088 -0.022
0.649 0.234 0.201
-0.022 -0.299 0.911
-1.089 -0.086 -1.643
-1.830 0.253 -0.694
2.701 -1.853 1.188
-0.613 -1.353 2.991
0.826 0.751 -0.418
0.623 -0.835 3.350
-0.032 -0.141 0.138
-0.100 -0.198 0.419
0.310 0.604 -0.178
0.845 0.697 2.430
-0.848 0.926 -0.517
0.259 -0.147 1.007
-0.265 -0.345 0.037
0.001 0.082 -0.114
-0.145 0.386 -0.195
0.135 -0.108 0.035
-0.033 0.461 0.195
-0.020 0.362 -0.473
-1.487 -1.701 -1.563
0.141 0.834 -1.168
0.041 0.242 -2.737
-1.407 0.954 -0.742
0.831 0.108 -1.794
0.470 -0.341 -0.638
0.338 0.077 -0.246
-0.218 -0.172 -0.093
0.317 -0.252 -0.004
-0.022 0.527 0.222
-0.497 -0.546 -0.254
0.554 0.060 0.041
-0.016 0.561 0.167
0.144 -0.106 0.289
-0.224 0.345 0.036
-0.288 -0.142 -0.026
-0.302 -0.376 -0.190
0.485 0.137 0.216
-0.183 0.172 -0.253
0.035 -0.336 -0.007
0.459 0.468 0.108
-0.855 -0.453 -0.992
0.473 0.213 0.224
-0.455 -1.150 -0.875
0.678 -0.528 0.721
-0.064 0.429 0.304
-0.009 0.178 -0.347
0.263 -0.096 -0.241
0.183 0.170 0.365
0.076 0.820 0.858
0.073 0.104 0.176
0.091 -0.304 -0.145
-0.273 -0.039 -0.196
-0.163 0.177 0.123

Values from the calculation:
energy above the lowest of the compared OMol25 structures with the same formula, charge and spin = 24.6 kcal per mole
2S+1 = 1
molar mass = 587.34 g mol⁻¹
HOMO-LUMO gap = 4.4 eV
HOMO = -7.79 eV
LUMO level = -3.35 eV
charge = +1

Atom charges from the Löwdin analysis, given in e for atoms 1 to 8: 1.6018, -0.2629, -0.2703, -0.3464, -0.2967, -0.3383, -0.0087, 0.0471

=====

Entry 3:
DFT (the ωB97M-V functional and the def2-TZVPD basis) results for 2 unconnected molecules or ions with the total composition C2H3BrS.

Atoms and positions in Å:
C 0.859 -0.581 0.562
C -0.469 0.564 -0.541
S 2.284 -0.911 -0.024
Br -2.140 0.035 0.223
H 0.321 -0.852 1.372
H -0.309 1.592 -0.065
H -0.545 0.152 -1.528

Cartesian forces, eV/Å:
-0.340 2.921 -5.511
1.700 -1.157 4.488
-0.225 -0.050 0.450
-0.743 -0.223 0.345
-1.495 -0.964 2.805
0.204 -1.370 -1.984
0.900 0.843 -0.593

Values from the calculation:
energy above the lowest of the compared OMol25 structures with the same formula, charge and spin = 55.7 kcal per mole
2S+1 = 1
molar mass = 139.02 g mol⁻¹
HOMO-LUMO gap = 8.0 eV
HOMO = -8.53 eV
LUMO level = -0.53 eV

In elementary charge units, the natural (NBO) charges are: -0.2605, -0.5212, 0.1516, -0.0214, 0.1661, 0.2506, 0.2348